{"formula": "C6H9NO4", "method": "ωB97M-V/def2-TZVPD", "multiplicity": 1, "e_above_lowest_kj_mol": 509.0, "homo_ev": [-7.033, -6.689], "orbital_gap_ha": [0.2791, 0.2503], "lumo_ev": [0.561, 0.122], "symbols": ["O", "O", "O", "O", "N", "C", "C", "C", "C", "C", "C", "H", "H", "H", "H", "H", "H", "H", "H", "H"], "xyz": [[-1.2150, -3.0222, -2.3535], [0.9611, 0.4684, 0.4566], [2.3113, -0.1490, -1.2919], [-0.8440, -2.7498, -0.0795], [-0.0039, -0.2090, -2.9947], [-0.9997, -2.8398, -1.2405], [0.0420, 0.7411, 1.3264], [0.6195, 0.9320, 2.7064], [-1.4619, 1.0160, 1.0244], [-0.1166, 0.1465, -1.6304], [1.0512, 0.1612, -0.8180], [1.6483, 0.5444, 2.8847], [-0.9132, -0.2906, -3.4340], [-0.0621, 0.5316, 3.4983], [0.8257, -0.4273, -3.5198], [-1.6412, 1.7751, 1.8091], [0.6307, 2.0366, 2.8108], [-1.8536, 1.2083, 0.0522], [-1.9804, -0.0036, 1.3800], [3.0018, 0.1301, -0.5866]], "atomic_forces_ev_per_a": [[0.0, 0.0, -1.0], [1.5, -0.5, 0.3], [1.6, 0.9, 2.5], [0.0, 0.1, -1.4], [-0.8, 0.9, 2.9], [0.0, -0.1, 2.4], [-1.1, 0.0, -0.7], [-0.7, 0.6, 0.3], [1.1, -2.7, 3.3], [1.0, -0.8, -1.2], [-2.2, 0.0, -3.0], [-0.9, 0.2, -0.5], [0.7, 0.0, -0.2], [0.5, 0.3, -0.6], [0.2, 0.0, 0.0], [-0.7, -0.2, -0.6], [0.2, -0.4, 0.5], [0.5, 0.4, -0.7], [0.7, 2.1, -0.6], [-1.6, -0.7, -1.7]]}

---

{"formula": "C4H7NO2S", "method": "ωB97M-V/def2-TZVPD", "charge": -2, "multiplicity": 1, "e_above_lowest_kj_mol": 182.7, "homo_ev": 0.639, "orbital_gap_ha": 0.2058, "lumo_ev": 6.239, "smiles": "[O-]/C=N\\[C@H](CO)C[S-]", "symbols": ["S", "O", "O", "N", "C", "C", "C", "C", "H", "H", "H", "H", "H", "H", "H"], "xyz": [[0.4621, -1.2537, 2.5279], [1.4731, -0.0507, -1.7807], [-1.2819, 0.3368, -2.4912], [-0.7168, 1.3875, -0.4264], [0.2503, 0.5414, 0.2647], [-1.3302, 1.2297, -1.5528], [0.9559, -0.5583, -0.5578], [-0.4483, 0.0128, 1.5199], [-2.0794, 2.0358, -1.7314], [-1.3748, -0.4663, 1.2014], [0.6862, 0.0814, -2.3513], [1.7996, -0.9501, 0.0181], [0.2972, -1.4136, -0.7337], [-0.7553, 0.8571, 2.1529], [1.0738, 1.1826, 0.5624]], "atomic_forces_ev_per_a": [[0.0, 0.3, 0.1], [-0.1, -0.1, -0.5], [0.4, 0.4, 0.5], [-0.2, 0.7, 0.2], [-0.2, -0.5, -0.8], [0.1, -0.9, -0.3], [-0.2, -0.1, 0.4], [0.1, -0.7, 0.4], [0.1, 0.1, 0.0], [-0.1, 0.0, -0.2], [-0.1, 0.1, 0.3], [-0.1, 0.2, 0.0], [-0.2, 0.1, -0.1], [0.2, -0.1, -0.2], [0.2, 0.4, 0.3]]}

---

{"formula": "C3H8N4S", "method": "ωB97M-V/def2-TZVPD", "multiplicity": 1, "e_above_lowest_kj_mol": 103.1, "homo_ev": -9.038, "orbital_gap_ha": 0.3616, "lumo_ev": 0.801, "smiles": "[H]/N=C(/N/C=N\\N)SC", "symbols": ["S", "N", "N", "N", "N", "C", "C", "C", "H", "H", "H", "H", "H", "H", "H", "H"], "xyz": [[-0.8972, -0.3624, -1.1321], [-0.9824, -0.9349, 1.5665], [2.0817, 1.1169, -0.1216], [1.1786, 1.7927, 0.6388], [1.0642, -0.9482, 0.5305], [-0.3110, -0.7611, 0.4999], [-2.5313, 0.2842, -0.7350], [2.0049, -0.1546, -0.1759], [-2.4211, 1.0601, 0.0273], [2.7063, -0.6655, -0.7889], [-2.9176, 0.7597, -1.6306], [-3.1983, -0.5023, -0.4127], [1.5535, 2.7087, 0.8724], [1.3722, -1.3481, 1.3871], [0.8499, 1.3017, 1.4480], [-1.9590, -0.9115, 1.3776]], "atomic_forces_ev_per_a": [[0.1, 0.0, 0.0], [0.8, 0.0, -0.2], [0.1, -0.5, -0.2], [0.3, 0.8, -0.2], [-0.3, 0.3, -0.5], [0.2, 0.0, 0.1], [0.4, 0.3, 0.2], [-0.5, 0.8, 0.2], [-0.1, -0.2, 0.0], [0.5, -0.3, -0.4], [0.0, -0.1, -0.1], [-0.2, -0.1, 0.1], [-0.2, -0.4, -0.1], [0.2, -0.4, 0.7], [-0.3, -0.3, 0.5], [-0.9, 0.0, 0.0]]}

---

{"formula": "C5H7NO", "method": "ωB97M-V/def2-TZVPD", "multiplicity": 1, "e_above_lowest_kj_mol": 320.5, "homo_ev": -8.785, "orbital_gap_ha": 0.3446, "lumo_ev": 0.591, "smiles": "C=C1CC1.N=C=O", "symbols": ["O", "N", "C", "C", "C", "C", "C", "H", "H", "H", "H", "H", "H", "H"], "xyz": [[2.6409, 1.7097, -2.1320], [1.5700, 0.0163, -0.8333], [-0.5380, -0.2208, 1.6169], [-0.6201, -0.4276, 0.1242], [-0.9346, 0.9127, 0.7162], [2.1130, 0.8701, -1.5166], [-0.9015, -1.2880, -0.8752], [-1.3091, -0.8299, -1.8215], [-2.0563, 1.1012, 0.7553], [-0.8176, -2.2735, -0.8076], [-0.2480, 1.7673, 0.5500], [-1.4226, -0.6855, 2.1285], [2.1445, -0.3944, -0.1091], [0.3792, -0.2576, 2.2043]], "atomic_forces_ev_per_a": [[-0.8, -0.3, -0.2], [1.4, 0.9, -0.8], [-0.8, -1.6, 0.0], [-1.8, -0.8, 0.4], [-1.0, 0.3, -1.0], [1.0, 0.1, 0.7], [-1.1, 6.1, 0.2], [0.6, -0.7, 1.0], [1.7, 0.3, -0.2], [0.5, -4.1, 0.3], [-0.6, -0.6, 0.2], [1.1, 0.4, -0.2], [-0.2, -0.2, 0.0], [-0.1, 0.2, -0.3]]}

---

{"formula": "C19H20AsN3O6S2TeV", "method": "ωB97M-V/def2-TZVPD", "multiplicity": 2, "e_above_lowest_kj_mol": 0.5, "homo_ev": [-7.412, -7.413], "orbital_gap_ha": [0.2429, 0.2561], "lumo_ev": [-0.802, -0.445], "symbols": ["Te", "As", "V", "S", "S", "O", "O", "O", "O", "O", "O", "N", "N", "N", "C", "C", "C", "C", "C", "C", "C", "C", "C", "C", "C", "C", "C", "C", "C", "C", "C", "C", "C", "H", "H", "H", "H", "H", "H", "H", "H", "H", "H", "H", "H", "H", "H", "H", "H", "H", "H", "H", "H"], "xyz": [[1.2412, 3.2823, -1.0292], [1.4999, -0.5761, 0.0236], [-0.4033, -0.5383, 1.6591], [1.4973, -1.8212, 3.1078], [-1.8765, -1.6976, 0.1177], [1.4291, -2.1807, -0.7627], [1.7923, 0.4433, -1.2376], [0.6571, -2.4955, 2.0766], [0.7817, -0.4981, 3.2654], [-0.9931, 0.9027, 1.5244], [1.7178, -2.5255, 4.3223], [-3.2844, 0.5145, -0.3986], [-0.6042, -0.6499, -2.5372], [-1.6043, 0.0744, -1.8743], [4.2013, -1.6524, 3.1005], [4.1875, 2.3634, 2.7688], [0.3766, 7.5345, -1.4043], [1.1614, 7.2752, 0.8447], [0.5637, 6.1773, -1.6229], [2.8187, 2.1893, 2.9002], [3.1030, -0.8310, 1.1004], [1.3399, 5.9143, 0.6306], [-2.2463, -0.2550, -0.7798], [4.7145, 2.8063, 1.5624], [1.0426, 5.3533, -0.6068], [5.4926, -0.7065, 1.3040], [1.9754, 2.4611, 1.8272], [4.3314, -0.4730, 0.5750], [3.0521, -1.4154, 2.3662], [5.4291, -1.2944, 2.5567], [3.8771, 3.0641, 0.4861], [0.6767, 8.0894, -0.1680], [2.5016, 2.8930, 0.6138], [1.1782, -2.8472, -0.1083], [6.4516, -0.4238, 0.8892], [1.4021, 7.6982, 1.8123], [0.9058, 2.3418, 1.9387], [0.0045, 8.1605, -2.2058], [-1.8972, 0.8972, -2.3815], [0.3437, 5.7634, -2.6014], [4.1295, -2.1101, 4.0774], [6.3352, -1.4763, 3.1191], [4.2922, 3.3982, -0.4562], [-0.5926, -1.5923, -2.1572], [4.3672, -0.0077, -0.4028], [1.7159, 5.2940, 1.4347], [0.5379, 9.1491, 0.0025], [0.2985, -0.2152, -2.3019], [2.3974, 1.8399, 3.8344], [4.8443, 2.1534, 3.6037], [-3.6129, 0.3650, 0.5406], [5.7834, 2.9454, 1.4555], [-3.3307, 1.4678, -0.7272]], "atomic_forces_ev_per_a": [[0.0, 0.0, 0.0], [0.0, 0.0, 0.0], [0.0, 0.0, -0.1], [0.0, 0.0, 0.0], [0.0, 0.0, 0.0], [0.0, 0.0, 0.0], [0.0, 0.0, 0.0], [0.0, 0.0, 0.0], [0.0, 0.0, 0.1], [0.0, -0.1, 0.0], [0.0, 0.0, 0.0], [0.0, 0.0, 0.0], [0.0, 0.0, 0.0], [0.0, 0.0, 0.0], [0.0, 0.0, 0.0], [0.0, 0.0, 0.0], [0.0, 0.0, 0.0], [0.0, 0.0, 0.0], [0.0, 0.0, 0.0], [0.0, 0.0, 0.0], [0.0, 0.0, 0.0], [0.0, 0.0, 0.0], [0.0, 0.1, 0.0], [0.0, 0.0, 0.0], [0.0, 0.0, 0.0], [0.0, 0.0, 0.0], [0.0, 0.0, 0.0], [0.0, 0.0, 0.0], [0.0, 0.0, 0.0], [0.0, 0.0, 0.0], [0.0, 0.0, 0.0], [0.0, 0.0, 0.0], [0.0, 0.0, 0.0], [0.0, 0.0, 0.0], [0.0, 0.0, 0.0], [0.0, 0.0, 0.0], [0.0, 0.0, 0.0], [0.0, 0.0, 0.0], [0.0, 0.0, 0.0], [0.0, 0.0, 0.0], [0.0, 0.0, 0.0], [0.0, 0.0, 0.0], [0.0, 0.0, 0.0], [0.0, 0.0, 0.0], [0.0, 0.0, 0.0], [0.0, 0.0, 0.0], [0.0, 0.0, 0.0], [0.0, 0.0, 0.0], [0.0, 0.0, 0.0], [0.0, 0.0, 0.0], [0.0, 0.0, 0.0], [0.0, 0.0, 0.0], [0.0, 0.0, 0.0]]}

---

{"formula": "C31H22Cl3F5N9O2PbS2Se2", "method": "ωB97M-V/def2-TZVPD", "charge": -1, "multiplicity": 1, "homo_ev": -3.810, "orbital_gap_ha": 0.2189, "lumo_ev": 2.146, "symbols": ["Pb", "Se", "Se", "Cl", "Cl", "Cl", "S", "S", "F", "F", "F", "F", "F", "O", "O", "N", "N", "N", "N", "N", "N", "N", "N", "N", "C", "C", "C", "C", "C", "C", "C", "C", "C", "C", "C", "C", "C", "C", "C", "C", "C", "C", "C", "C", "C", "C", "C", "C", "C", "C", "C", "C", "C", "C", "C", "H", "H", "H", "H", "H", "H", "H", "H", "H", "H", "H", "H", "H", "H", "H", "H", "H", "H", "H", "H", "H", "H"], "xyz": [[0.3511, 0.2476, -0.0192], [-1.0328, 1.3511, -2.3686], [2.6327, -1.4125, -0.5645], [-1.6658, -0.7077, -4.9338], [-1.1347, -3.5346, -4.9887], [1.0418, -1.6708, -4.9272], [-1.4017, -4.4045, 0.5686], [1.8028, 1.0192, 2.5708], [-3.4280, 2.1612, -0.5833], [-4.2775, 6.4860, -2.2815], [-4.9417, 4.3986, -0.6286], [-0.6354, 3.9813, -3.9327], [-2.1000, 6.2357, -3.9451], [0.0566, -1.0535, -2.2905], [-1.3212, -2.8192, -2.2304], [2.8824, 2.7967, 0.8145], [-0.6151, -1.9956, 0.5972], [3.1043, 2.2106, -3.4835], [4.2127, 1.1546, 1.3944], [1.9621, 1.5136, -1.4377], [2.7779, -3.1064, 1.8497], [-2.8284, -0.8471, 3.3145], [-1.3227, 0.2742, 2.1221], [0.5738, 2.9355, 0.6524], [-3.5400, 5.3550, -2.2786], [-0.6357, -1.9620, -2.7576], [2.9620, 1.6470, 1.5623], [2.4782, 1.7809, -2.4322], [-1.4222, 2.3902, 3.4760], [2.3444, 2.7074, -4.6089], [-3.0871, 3.1551, -1.4243], [2.7118, -2.4427, 0.9077], [-2.4360, 5.2253, -3.1155], [-1.7833, 1.0963, 3.1127], [0.6312, 5.6884, 0.4882], [-1.9352, -0.8728, 2.2754], [-0.5797, 5.0129, 0.5207], [-1.9694, 2.9811, -2.2535], [-2.0543, 2.9496, 4.5665], [4.0841, 2.9666, 0.1541], [4.8899, 1.9447, 0.5053], [4.7012, -0.0399, 2.0203], [1.7323, 3.5761, 0.6634], [-3.8615, 4.2975, -1.4315], [-3.0182, 2.2552, 5.3005], [1.8110, 4.9669, 0.5635], [-0.5474, 3.6283, 0.5888], [-2.1773, -3.3001, 1.6319], [-0.5907, -1.9890, -4.3551], [-1.6894, 4.0651, -3.0968], [-0.3860, -3.1249, 0.0321], [-1.6310, -2.0518, 1.5047], [4.4594, 1.7713, -3.7300], [-3.3814, 0.9649, 4.9720], [-2.7477, 0.3975, 3.8792], [-1.4503, 3.0393, 0.5977], [-4.1150, 0.4176, 5.5463], [1.3193, 2.8939, -4.3026], [4.8194, 1.2049, -2.8719], [-1.7915, 3.9521, 4.8756], [-3.4303, -1.5918, 3.6185], [5.7231, 0.1106, 2.3664], [4.4931, 1.1353, -4.6194], [4.6590, -0.8803, 1.3225], [2.7673, 5.4666, 0.5624], [2.3411, 1.9751, -5.4203], [4.0492, -0.2692, 2.8634], [-2.9580, -3.6280, 2.2880], [4.2283, 3.7560, -0.5531], [0.4234, -3.3066, -0.6450], [0.6590, 6.7673, 0.4173], [5.8853, 1.7005, 0.1938], [-0.6561, 2.9167, 2.9338], [-1.5166, 5.5467, 0.4963], [5.1087, 2.6382, -3.8989], [-3.4831, 2.7361, 6.1505], [2.7914, 3.6396, -4.9642]], "atomic_forces_ev_per_a": [[-0.5, 0.0, -0.1], [-0.6, 0.6, -0.3], [0.8, -0.2, -0.7], [-0.2, -0.1, -0.3], [-0.1, -0.4, -0.2], [0.5, 0.1, -0.2], [0.0, 0.4, 0.2], [-0.1, -0.2, 0.7], [-0.1, 0.2, 0.0], [0.1, -0.3, 0.0], [0.2, 0.0, -0.1], [-0.1, 0.3, 0.0], [-0.1, -0.1, 0.2], [0.5, 0.3, 0.4], [-0.7, -0.5, 0.1], [0.7, -0.6, 0.2], [0.1, 0.1, 0.3], [0.4, 0.1, -0.8], [-0.5, 0.5, -0.3], [0.5, 0.1, -0.5], [0.0, -0.4, 0.6], [0.0, -0.2, -0.2], [0.0, -0.5, -0.1], [0.4, 0.2, 0.0], [0.1, -0.1, 0.0], [0.2, -0.1, -0.9], [-0.2, -0.1, 0.6], [-0.2, 0.0, 0.9], [0.0, -0.1, 0.0], [-0.2, 0.2, -0.4], [0.4, -0.2, -0.2], [0.1, -0.1, 0.1], [-0.1, 0.2, 0.0], [-0.7, -0.2, 0.8], [-0.1, -0.2, 0.0], [-0.1, 0.5, 0.3], [0.2, 0.1, 0.0], [-0.5, 0.5, -0.1], [0.1, 0.2, 0.0], [0.4, 0.1, -0.2], [0.2, 0.4, -0.2], [0.2, -0.6, 0.2], [-0.8, 0.8, 0.0], [-0.2, 0.3, 0.0], [-0.1, 0.0, 0.1], [0.2, -0.3, 0.0], [-0.1, 0.4, -0.1], [0.1, 0.2, -0.1], [-0.3, 0.1, 0.3], [0.1, -0.4, 0.4], [-0.1, -0.6, 0.3], [-0.3, -1.3, -0.1], [0.3, 0.0, -0.1], [-0.1, -0.1, 0.0], [0.3, 0.6, -0.1], [-0.2, -0.1, 0.0], [-0.1, 0.0, 0.1], [0.0, 0.0, 0.0], [0.0, 0.0, -0.1], [0.0, 0.0, 0.0], [0.1, 0.0, -0.1], [0.0, 0.1, 0.0], [0.0, 0.0, 0.1], [0.0, 0.2, 0.1], [0.1, 0.0, 0.1], [0.0, 0.0, 0.0], [0.1, 0.0, -0.1], [-0.2, 0.0, 0.1], [0.1, 0.1, -0.1], [0.1, 0.1, -0.2], [0.0, 0.0, 0.0], [0.1, 0.0, -0.1], [0.1, 0.0, 0.0], [-0.1, 0.0, -0.1], [0.0, -0.1, 0.0], [0.0, 0.0, 0.0], [0.0, 0.0, 0.0]]}

---

{"formula": "C5H14N3", "method": "ωB97M-V/def2-TZVPD", "charge": 1, "multiplicity": 1, "e_above_lowest_kj_mol": 162.2, "homo_ev": -11.563, "orbital_gap_ha": 0.2913, "lumo_ev": -3.637, "symbols": ["N", "N", "N", "C", "C", "C", "C", "C", "H", "H", "H", "H", "H", "H", "H", "H", "H", "H", "H", "H", "H", "H"], "xyz": [[-1.3585, 0.3902, -1.5090], [0.7867, -2.1377, 0.9868], [-2.0542, 1.1185, 0.5909], [-1.1735, -0.6142, -2.5371], [1.7454, 0.1438, 0.5211], [-2.0765, 0.2420, -0.4424], [1.1191, -0.7931, 1.2808], [2.0188, 1.5128, 1.1380], [-1.4324, -1.5725, -2.1042], [-2.4179, 0.7539, 1.4744], [-1.7864, -0.3815, -3.3874], [-0.1248, -0.5429, -2.7992], [2.1389, -0.1213, -0.4638], [1.4728, -2.5455, 0.3489], [1.4211, 2.2948, 0.6400], [-0.8684, 1.2800, -1.6403], [1.7232, 1.4604, 2.1945], [-1.2308, 1.7033, 0.6854], [3.0830, 1.7696, 1.0741], [0.7711, -2.7286, 1.8766], [-2.5441, -0.6820, -0.2378], [0.7876, -0.5501, 2.3099]], "atomic_forces_ev_per_a": [[-0.4, 1.0, 0.3], [0.7, -0.7, 1.1], [-0.1, -1.2, -0.5], [0.2, 0.1, 0.3], [-0.6, -0.8, 1.2], [1.7, 1.4, 1.7], [0.2, 0.4, 0.3], [-0.3, -0.6, -0.4], [0.1, -0.2, -0.2], [0.1, 0.4, -0.5], [-0.3, 0.0, -0.5], [0.1, -0.5, -0.2], [-0.1, 0.1, 0.2], [-0.4, 0.0, 0.1], [0.4, 0.0, 0.2], [-0.2, -0.4, 0.1], [0.2, 0.3, -0.3], [-0.3, 0.2, 0.0], [-0.3, 0.1, 0.0], [0.0, 1.2, -1.8], [-0.9, -0.9, -0.3], [0.3, 0.2, -0.7]]}